Molecular formula: C4H5NO
Method: DFT, ωB97M-V/def2-TZVPD

Geometry (Å):
N (-2.7108, 0.0440, -1.8484)
C (-1.6397, 0.0648, -1.4130)
C (-0.2838, 0.1286, -0.8745)
C (-0.1104, -0.2750, 0.5786)
C (1.2544, -0.1751, 1.0832)
O (0.3506, 0.8976, 1.2690)
H (0.0098, 1.1669, -0.6838)
H (0.4222, -0.3320, -1.5766)
H (-0.8820, -0.8398, 1.0983)
H (1.5368, -0.6398, 2.0198)
H (2.0528, -0.0401, 0.3473)

Atomic forces in eV per Å
N 1.03 -0.05 0.44
C -0.91 0.06 -0.31
C 0.08 0.17 0.03
C -0.14 0.07 0.11
C 0.28 -0.24 0.16
O -0.10 -0.01 0.54
H -0.18 0.16 -1.21
H -0.21 -0.05 0.26
H 0.19 0.02 -0.15
H 0.09 -0.27 -0.13
H -0.13 0.15 0.26

## Properties
Electronic energy in a.u.: -285.34243
LUMO level in eV: 0.8
Gap between HOMO and LUMO in hartree: 0.433
Spin multiplicity: 1

Molecular formula: C4H5NO
Method: DFT, ωB97M-V/def2-TZVPD

Geometry (Å):
C (0.9189, -0.4166, -0.9495)
C (0.4216, 0.5504, 0.0410)
C (-0.9619, 0.5935, 0.5090)
O (-1.4124, 0.7063, -0.7546)
C (-1.1097, -0.6418, 1.3090)
N (-0.9965, -1.6296, 1.8996)
H (1.8569, -0.8866, -0.6292)
H (0.1428, -1.1394, -1.1931)
H (1.1459, 0.1561, -1.8575)
H (1.1581, 1.2203, 0.5077)
H (-1.1637, 1.4874, 1.1176)

Atomic forces in eV per Å
C -0.15 -0.07 -0.05
C 0.18 0.24 -0.36
C 0.27 -0.26 0.93
O 0.87 0.46 -0.19
C -0.60 -1.22 0.52
N -0.23 0.77 -0.38
H -0.17 0.09 0.09
H 0.20 -0.10 0.00
H 0.07 -0.18 0.02
H -0.48 0.52 -0.82
H 0.03 -0.27 0.24

## Properties
Electronic energy in a.u.: -285.26715
LUMO level (spin up / spin down) in eV: -1.3 / -1.2
Gap between HOMO and LUMO (spin up / spin down) in hartree: 0.309 / 0.341
Spin multiplicity: 1

Molecular formula: C4H5NO
Method: DFT, ωB97M-V/def2-TZVPD

Geometry (Å):
O (1.5067, -1.6997, 0.3425)
C (0.6069, -0.9608, -0.0204)
C (0.4222, 0.0178, -1.1476)
N (0.1874, 1.0026, -0.0395)
C (-1.1032, 0.7007, 0.5342)
C (-0.0079, -0.2063, 1.0352)
H (1.3437, 0.2065, -1.6980)
H (-0.4303, -0.1272, -1.8183)
H (-1.8835, 0.3102, -0.1350)
H (-1.4661, 1.4994, 1.1801)
H (0.8161, -0.8151, 1.6957)

Atomic forces in eV per Å
O 0.25 -0.78 -1.70
C 0.52 -0.78 -0.46
C 0.10 -0.13 -0.19
N 0.30 0.02 0.32
C 0.03 -0.28 0.35
C 0.64 -0.62 -0.19
H -0.14 0.04 0.05
H 0.09 0.14 0.15
H 0.31 -0.09 0.33
H 0.19 -0.29 0.09
H -2.27 2.77 1.24

## Properties
Electronic energy in a.u.: -285.25181
LUMO level in eV: 0.9
Gap between HOMO and LUMO in hartree: 0.396
Spin multiplicity: 1

Molecular formula: C4H5NO
Method: DFT, ωB97M-V/def2-TZVPD

Geometry (Å):
O (-1.4883, -0.1586, -1.6628)
C (-0.5513, -0.1756, -0.6682)
C (-0.7637, -0.1932, 0.7207)
C (0.4638, 0.1002, 1.3034)
C (1.3845, 0.2968, 0.2714)
N (0.8164, 0.1885, -0.9505)
H (-1.6415, 0.7628, -1.9118)
H (-1.7090, -0.4006, 1.2039)
H (0.6810, 0.1322, 2.3648)
H (2.4541, 0.4490, 0.3531)
H (0.3539, -1.0016, -1.0241)

Atomic forces in eV per Å
O -0.03 0.22 -0.02
C -0.13 0.08 0.30
C 0.02 -0.04 -0.08
C 0.01 0.00 -0.04
C 0.05 -0.03 0.06
N -0.04 0.05 0.07
H 0.01 -0.14 -0.06
H 0.14 0.02 -0.06
H -0.02 -0.01 -0.18
H -0.17 -0.01 -0.02
H 0.15 -0.16 0.02

## Properties
Electronic energy in a.u.: -285.32194
LUMO level in eV: 0.7
Gap between HOMO and LUMO in hartree: 0.358
Spin multiplicity: 1

Molecular formula: C4H5NO
Method: DFT, ωB97M-V/def2-TZVPD

Geometry (Å):
C (-0.9191, -0.7065, -0.3544)
O (0.3859, -1.0664, -0.0768)
C (1.1927, -0.0891, 0.4204)
C (2.4364, 0.4349, 0.4969)
C (3.7849, 0.0118, 0.0563)
N (4.7954, -0.3436, -0.2993)
H (-1.2296, -1.4906, -1.0228)
H (-0.9670, 0.3701, -0.7525)
H (-1.5759, -0.7250, 0.5207)
H (0.5217, 0.4760, 1.0439)
H (2.6659, 1.3610, 1.0550)

Atomic forces in eV per Å
C -1.09 1.95 -0.19
O 4.09 -0.84 -0.32
C -1.53 1.44 1.46
C 2.06 -0.78 -0.53
C -4.33 0.07 0.31
N 2.60 -0.66 -0.72
H -0.55 0.25 -0.59
H -0.09 -1.73 0.04
H 0.21 -0.10 0.25
H -0.03 1.00 0.28
H -1.35 -0.58 0.01

## Properties
Electronic energy in a.u.: -285.31837
LUMO level in eV: 0.7
Gap between HOMO and LUMO in hartree: 0.388
Spin multiplicity: 1

Molecular formula: C4H5NO
Method: DFT, ωB97M-V/def2-TZVPD

Geometry (Å):
N (2.4270, 0.2582, -0.1788)
C (1.2045, -0.1450, 0.0527)
C (0.2031, 0.9383, -0.0804)
C (-1.1250, 0.5804, -0.1635)
C (-1.5622, -0.6744, 0.2543)
O (0.7514, -1.3104, 0.3015)
H (3.0003, -0.5935, -0.2404)
H (0.5528, 1.9561, -0.2430)
H (-1.8427, 1.2507, -0.6413)
H (-2.5124, -1.0577, -0.1365)
H (-1.0969, -1.2027, 1.0754)

Atomic forces in eV per Å
N -0.41 -0.54 0.08
C -0.11 0.07 -0.24
C -0.23 -0.03 -0.11
C 0.01 -0.12 0.10
C 0.08 0.26 -0.01
O 0.23 0.23 -0.02
H 0.06 0.26 0.04
H -0.04 -0.21 0.15
H 0.20 -0.13 0.08
H 0.37 0.04 0.07
H -0.17 0.17 -0.13

## Properties
Electronic energy in a.u.: -285.28315
LUMO level (spin up / spin down) in eV: -2.2 / -2.2
Gap between HOMO and LUMO (spin up / spin down) in hartree: 0.253 / 0.253
Spin multiplicity: 1

Molecular formula: C4H5NO
Method: DFT, ωB97M-V/def2-TZVPD

Geometry (Å):
C (-2.1186, 0.0978, -0.1319)
C (-0.8647, 0.0750, 0.1863)
C (0.2815, 1.1432, 0.1838)
N (1.4242, 0.6666, -0.0813)
O (1.3419, -0.5816, -0.2101)
C (0.0726, -1.1132, 0.1801)
H (-2.7179, 1.0431, -0.1235)
H (-2.4675, -0.8618, -0.4029)
H (0.2662, 2.2115, -0.0440)
H (-0.4109, -1.6727, -0.6455)
H (0.4012, -1.9505, 0.9555)

Atomic forces in eV per Å
C -1.42 1.65 0.18
C 5.35 1.68 1.31
C -2.24 1.74 -0.37
N -0.48 3.66 0.19
O 1.28 -5.99 -0.61
C -0.49 -2.60 -0.57
H 0.53 -1.23 -0.35
H -1.34 -0.65 -0.04
H -0.72 -0.12 0.90
H 1.09 -0.39 0.05
H -1.56 2.26 -0.69

## Properties
Electronic energy in a.u.: -285.26339
LUMO level in eV: 0.8
Gap between HOMO and LUMO in hartree: 0.354
Spin multiplicity: 1

Molecular formula: C4H5NO
Method: DFT, ωB97M-V/def2-TZVPD

Geometry (Å):
C (-1.1601, -0.7476, 0.6953)
C (-0.0298, 0.2386, 0.6649)
C (1.8257, -0.4056, -0.6601)
O (1.2841, 0.2492, -1.5220)
C (0.0583, 1.0200, -0.5888)
N (-0.5387, 2.0307, -0.7427)
H (-2.0536, -0.3260, 1.1803)
H (-1.4377, -1.0806, -0.3046)
H (-0.8163, -1.5839, 1.2915)
H (0.2308, 0.7505, 1.5794)
H (2.6957, -0.9861, -1.0502)

Atomic forces in eV per Å
C 0.29 0.09 0.27
C 0.79 -0.30 -2.45
C -0.49 -0.76 0.69
O 0.72 -0.01 -0.92
C -2.16 2.15 2.17
N 0.58 -0.86 -0.48
H 0.32 -0.01 -0.06
H 0.13 -0.02 0.10
H -0.20 -0.39 0.17
H 0.22 -0.01 0.02
H -0.20 0.11 0.50

## Properties
Electronic energy in a.u.: -285.19861
LUMO level (spin up / spin down) in eV: -0.6 / -0.6
Gap between HOMO and LUMO (spin up / spin down) in hartree: 0.320 / 0.319
Spin multiplicity: 1

Molecular formula: C4H5NO
Method: DFT, ωB97M-V/def2-TZVPD

Geometry (Å):
N (3.1235, 0.9304, 1.3071)
C (2.1496, 0.8261, 0.6889)
C (0.9590, 0.6312, -0.0891)
C (-0.1921, 0.2330, 0.4592)
C (-1.3577, -0.2194, -0.3737)
O (-1.3755, -1.6350, -0.3869)
H (1.0545, 0.7721, -1.1643)
H (-0.2652, 0.0939, 1.5361)
H (-2.3112, 0.0898, 0.0623)
H (-1.2935, 0.2021, -1.3889)
H (-0.4915, -1.9242, -0.6507)

Atomic forces in eV per Å
N -0.93 -0.03 -0.60
C 0.83 0.11 0.57
C -0.21 -0.08 0.03
C 0.22 0.02 -0.06
C -0.05 0.37 0.01
O 0.14 -0.16 -0.12
H -0.01 -0.03 0.16
H 0.04 -0.02 -0.15
H 0.14 0.01 -0.04
H 0.02 -0.11 0.16
H -0.21 -0.09 0.03

## Properties
Electronic energy in a.u.: -285.36966
LUMO level in eV: 0.2
Gap between HOMO and LUMO in hartree: 0.394
Spin multiplicity: 1

Molecular formula: C4H5NO
Method: DFT, ωB97M-V/def2-TZVPD

Geometry (Å):
N (1.8889, -0.1381, 0.2255)
C (0.5773, -0.3213, 0.0063)
C (-0.5451, 0.6080, 0.3497)
C (-1.6460, 0.0189, -0.4925)
C (-1.4751, -1.2469, -0.9201)
O (0.1821, -1.3898, -0.5107)
H (2.4951, -0.8479, -0.1656)
H (2.2891, 0.7806, 0.3372)
H (-0.3226, 1.6808, 0.3174)
H (-2.6183, 0.4994, -0.5283)
H (-0.8256, 0.3561, 1.3811)

Atomic forces in eV per Å
N -0.05 0.01 -0.19
C -0.09 -0.17 -0.02
C 0.13 -0.10 -0.01
C -0.18 -0.33 0.17
C 0.00 0.66 -0.05
O 0.12 0.09 -0.01
H -0.08 0.11 0.11
H -0.26 -0.09 0.18
H -0.01 -0.26 -0.23
H 0.09 -0.17 -0.12
H 0.32 0.24 0.16

## Properties
Electronic energy in a.u.: -285.29654
LUMO level in eV: 0.4
Gap between HOMO and LUMO in hartree: 0.324
Spin multiplicity: 1

Molecular formula: C4H5NO
Method: DFT, ωB97M-V/def2-TZVPD

Geometry (Å):
C (-1.2789, -0.3384, -0.2830)
C (-0.1118, 0.4539, 0.2756)
O (0.6550, -0.1898, 1.2831)
C (1.1158, 0.6421, -0.5855)
C (1.6800, -0.6047, -0.7394)
N (1.4855, -1.3453, 0.2479)
H (-2.0151, -0.4988, 0.5086)
H (-1.7617, 0.2050, -1.1028)
H (-0.9471, -1.3120, -0.6508)
H (-0.4474, 1.4200, 0.6701)
H (1.6324, 1.5885, -0.7266)

Atomic forces in eV per Å
C -0.03 -0.08 -0.01
C -0.08 0.18 -0.19
O 0.01 -0.21 0.12
C -0.01 0.21 -0.12
C -0.18 -0.28 0.67
N 0.14 0.30 -0.50
H 0.12 0.03 -0.08
H 0.08 -0.05 0.12
H -0.03 0.12 0.05
H 0.06 -0.07 -0.04
H -0.07 -0.15 0.00

## Properties
Electronic energy in a.u.: -285.18145
LUMO level (spin up / spin down) in eV: -2.0 / -1.7
Gap between HOMO and LUMO (spin up / spin down) in hartree: 0.266 / 0.288
Spin multiplicity: 1

Molecular formula: C4H5NO
Method: DFT, ωB97M-V/def2-TZVPD

Geometry (Å):
C (-1.3246, -0.5736, 0.7132)
C (-0.3774, 0.5908, 0.5900)
C (2.1509, -0.6018, -0.8820)
O (1.4919, 0.4577, -1.3389)
C (0.4212, 0.8037, -0.5668)
N (-0.5436, 1.5843, -0.6187)
H (-2.2374, -0.2858, 1.2440)
H (-1.5996, -0.9543, -0.2753)
H (-0.8414, -1.3851, 1.2684)
H (-0.0825, 1.0708, 1.5240)
H (2.9425, -0.7068, -1.6577)

Atomic forces in eV per Å
C -0.03 -0.01 -0.03
C 0.01 -0.20 0.29
C 0.04 0.24 -0.31
O 0.11 -0.26 0.16
C -0.55 0.37 0.11
N 0.46 -0.25 -0.19
H 0.13 -0.02 -0.06
H 0.03 0.06 0.14
H -0.08 0.11 -0.06
H -0.05 -0.05 -0.15
H -0.08 0.01 0.11

## Properties
Electronic energy in a.u.: -285.22085
LUMO level in eV: -0.2
Gap between HOMO and LUMO in hartree: 0.347
Spin multiplicity: 1

So what do the calculations give for energy relative to the best compared isomer or geometry (same formula, charge and spin)? Going down the list: 45.3 92.5 102.1 58.1 60.4 82.5 94.9 135.5 28.2 74.1 146.3 121.6 kcal per mole.